(a)
Formula: C6H16
Source: the OMol25 dataset
Level of theory: the ωB97M-V functional and the def2-TZVPD basis

Multiplicity: 2
Net charge: -1
Gap between HOMO and LUMO (alpha / beta) in eV: 2.600 / 11.618
Lowest unoccupied orbital energy (alpha / beta) in eV: 4.1312 / 4.1500
HOMO level (alpha / beta) in eV: 1.53 / -7.47

Positions of all 22 atoms, in Å:
1 C 1.5075 0.2041 2.0818
2 C 1.7322 1.3192 1.0608
3 C 1.7913 -1.2072 1.6270
4 H 1.9772 0.4325 3.0437
5 H 0.4534 0.3220 2.4078
6 H 1.1807 1.1461 0.1390
7 H 2.8048 -1.4255 1.2586
8 H 1.7202 -1.9325 2.4431
9 H 1.1705 -1.5182 0.7867
10 H 1.4015 2.2621 1.4807
11 H 2.8035 1.2928 0.8263
12 C -2.2216 0.0905 -1.4081
13 C -1.2963 0.8547 -2.4044
14 C -1.5973 -1.1567 -0.8431
15 H -2.5519 0.8555 -0.7009
16 H -3.1327 -0.0878 -1.9891
17 H -0.4603 1.3278 -1.8798
18 H -0.7487 -1.1987 -0.1731
19 H -1.9243 1.6976 -2.7217
20 H -0.9083 0.3052 -3.2568
21 H -2.2897 -1.6916 -0.1552
22 H -1.4117 -1.8920 -1.6234



(b)
Formula: C6H16
Source: the OMol25 dataset
Level of theory: the ωB97M-V functional and the def2-TZVPD basis

Multiplicity: 2
Net charge: -1
Gap between HOMO and LUMO (alpha / beta) in eV: 2.556 / 10.905
Lowest unoccupied orbital energy (alpha / beta) in eV: 4.0098 / 4.0330
HOMO level (alpha / beta) in eV: 1.45 / -6.87

Positions of all 22 atoms, in Å:
1 C -1.2288 -0.9456 -0.5297
2 C -0.5825 -2.3314 -0.3401
3 C -2.1318 -0.4807 -1.6616
4 H -0.5113 -0.1867 -0.4057
5 H -1.8867 -0.9126 0.3389
6 H 0.5514 -2.3873 -0.4014
7 H -0.7767 -2.7398 0.6374
8 H -3.1303 -0.9491 -1.5066
9 H -0.6782 -3.0496 -1.1927
10 H -1.8312 -0.7408 -2.6800
11 H -2.2976 0.6206 -1.7746
12 C 1.3463 0.8622 0.4619
13 C 0.6227 0.6047 1.8067
14 C 1.8751 2.2575 0.2488
15 H 2.1281 0.1355 0.2880
16 H 0.5637 0.7167 -0.2570
17 H 0.2230 -0.4046 1.7967
18 H 2.4097 2.3624 -0.7006
19 H 1.1920 3.1018 0.4114
20 H 2.7995 2.3435 0.8697
21 H 1.4311 0.7196 2.5696
22 H -0.0875 1.4034 2.0210



Most favorable first, least favorable last: (a), (b)



(a)
Formula: C45H95N5O5
Source: the OMol25 dataset
Level of theory: the ωB97M-V functional and the def2-TZVPD basis

Gap between HOMO and LUMO in eV: 8.602
Lowest unoccupied orbital energy in eV: 0.6880
Structure (SMILES): CC1(C)CCCC(C)(C)N1O.CC1(C)CCCC(C)(C)N1O.CC1(C)CCCC(C)(C)N1O.CC1(C)CCCC(C)(C)N1O.CC1(C)CCCC(C)(C)N1O
HOMO level in eV: -7.91

Positions of all 150 atoms, in Å:
1 C 4.9827 6.6245 10.4708
2 C 4.4954 5.6166 9.5163
3 C 5.1258 5.7267 8.0847
4 C 5.0530 4.2873 10.1006
5 C 4.3276 3.0937 9.7487
6 C 2.8546 3.1881 9.7981
7 C 2.2548 4.3690 9.0072
8 C 2.3409 4.0290 7.5501
9 C 0.7767 4.5078 9.4179
10 N 2.9987 5.5245 9.4532
11 O 2.4077 6.7608 9.0913
12 H 6.0501 6.7509 10.6518
13 H 4.6803 7.6253 10.1625
14 H 4.4623 6.6415 11.4285
15 H 6.1928 5.9491 8.0947
16 H 5.0167 4.7922 7.5343
17 H 4.5711 6.3829 7.4141
18 H 6.1063 4.3234 9.8225
19 H 5.1844 4.3399 11.1814
20 H 4.6875 2.7212 8.7896
21 H 4.5665 2.3151 10.4732
22 H 2.7082 3.2860 10.8738
23 H 2.4240 2.2586 9.4257
24 H 1.6192 3.2468 7.3144
25 H 3.3732 3.7068 7.4133
26 H 2.1152 4.8490 6.8683
27 H 0.3451 3.5551 9.7248
28 H 0.1702 5.0228 8.6728
29 H 0.6282 5.0691 10.3404
30 H 1.8412 7.0394 9.8145
31 C -3.3783 15.4530 11.1856
32 C -1.9480 14.9108 10.8576
33 C -1.5524 13.6617 11.7978
34 C -1.9144 14.3400 9.4410
35 C -0.4708 14.0320 8.8874
36 C 0.4651 15.2379 8.9340
37 C 0.3809 16.0104 10.3727
38 C 1.3683 15.1097 11.2041
39 C 0.8065 17.5052 10.1458
40 N -1.0149 16.0580 10.8893
41 O -1.0759 16.5851 12.1382
42 H -4.1636 14.7349 10.9498
43 H -3.3997 15.7094 12.2448
44 H -3.6718 16.3351 10.6165
45 H -1.2680 13.9803 12.8007
46 H -2.3646 12.9375 11.8607
47 H -0.6607 13.1305 11.4648
48 H -2.6858 13.5746 9.3553
49 H -2.3005 15.0722 8.7318
50 H 0.0461 13.2929 9.4995
51 H -0.7018 13.4975 7.9660
52 H 0.4860 15.8696 8.0460
53 H 1.4119 14.7359 8.7346
54 H 1.0577 15.4225 12.2009
55 H 2.4037 15.4262 11.0783
56 H 1.3210 14.0232 11.1308
57 H 0.9514 18.0162 11.0976
58 H 0.0889 17.9966 9.4889
59 H 1.7868 17.6330 9.6867
60 H -1.6873 17.3132 12.0049
61 C -0.6265 24.6445 22.8806
62 C -1.4734 24.7883 21.5845
63 C -1.8954 26.2487 21.4069
64 C -0.5399 24.2386 20.3927
65 C -1.4023 23.9836 19.1334
66 C -2.6060 23.0435 19.5708
67 C -3.5207 23.6382 20.6474
68 C -4.2860 24.7340 20.0355
69 C -4.4457 22.3864 21.0400
70 N -2.7217 24.0105 21.7880
71 O -3.4348 24.1264 22.9892
72 H 0.3590 25.1084 22.8398
73 H -1.2655 24.8073 23.7485
74 H -0.3193 23.6098 23.0328
75 H -1.6503 26.5946 20.4028
76 H -2.9770 26.3439 21.5025
77 H -1.2302 26.7367 22.1193
78 H 0.2802 24.9265 20.1871
79 H 0.0752 23.3623 20.5970
80 H -1.7231 24.9187 18.6743
81 H -0.7729 23.4248 18.4408
82 H -2.1424 22.1626 20.0149
83 H -3.0923 22.6570 18.6751
84 H -4.8684 24.3275 19.2086
85 H -3.6241 25.4918 19.6163
86 H -4.7887 25.2348 20.8629
87 H -4.4917 21.6464 20.2411
88 H -5.4209 22.6339 21.4594
89 H -3.9514 21.6813 21.7083
90 H -3.5836 25.0748 23.0003
91 C -6.0738 5.6917 -1.5641
92 C -5.9566 7.1828 -1.1717
93 C -5.2279 7.9315 -2.3249
94 C -7.4428 7.7974 -0.9384
95 C -7.7458 8.7647 0.1861
96 C -6.7669 8.4918 1.4315
97 C -5.3135 8.2485 1.0912
98 C -4.4839 9.4950 0.7540
99 C -4.7793 7.6247 2.3833
100 N -5.2042 7.2296 0.0583
101 O -3.8246 6.8108 -0.0709
102 H -6.6355 5.0651 -0.8713
103 H -6.5854 5.6246 -2.5242
104 H -5.0979 5.3403 -1.8991
105 H -4.1979 7.6063 -2.4708
106 H -5.8096 7.8086 -3.2385
107 H -5.1113 8.9982 -2.1336
108 H -7.8255 8.2239 -1.8656
109 H -8.0838 7.0034 -0.5553
110 H -7.7195 9.8233 -0.0723
111 H -8.6588 8.5799 0.7520
112 H -7.1294 7.5731 1.8927
113 H -6.9757 9.2647 2.1712
114 H -4.7199 10.3282 1.4160
115 H -4.6577 9.8106 -0.2747
116 H -3.4148 9.3002 0.8391
117 H -4.9026 8.3027 3.2279
118 H -3.6906 7.5816 2.4152
119 H -5.0892 6.6387 2.7295
120 H -3.8884 5.9125 0.2614
121 C 6.3148 17.2333 -3.5381
122 C 6.5915 16.3376 -2.2917
123 C 7.5805 15.2235 -2.7208
124 C 7.3483 17.1521 -1.2279
125 C 6.4747 18.2191 -0.5994
126 C 5.2043 17.6523 0.0365
127 C 4.4188 16.7990 -1.0025
128 C 3.4001 15.8152 -0.3139
129 C 3.5332 17.7689 -1.9281
130 N 5.3068 15.8165 -1.7198
131 O 4.5168 15.0224 -2.6638
132 H 5.7564 18.1429 -3.3169
133 H 7.2313 17.6231 -3.9810
134 H 5.7751 16.6668 -4.2969
135 H 7.1937 14.6746 -3.5794
136 H 8.5532 15.6097 -3.0255
137 H 7.6766 14.5906 -1.8386
138 H 7.7459 16.5894 -0.3832
139 H 8.2577 17.5901 -1.6393
140 H 7.0900 18.7698 0.1120
141 H 6.1424 18.9358 -1.3504
142 H 4.6353 18.4657 0.4867
143 H 5.4623 17.0537 0.9102
144 H 2.7030 15.4186 -1.0521
145 H 2.8602 16.3377 0.4757
146 H 3.8539 14.9204 0.1121
147 H 3.1496 17.4357 -2.8925
148 H 3.9525 18.7248 -2.2417
149 H 2.6737 18.1408 -1.3704
150 H 5.0756 14.2766 -2.8944



(b)
Formula: C45H95N5O5
Source: the OMol25 dataset
Level of theory: the ωB97M-V functional and the def2-TZVPD basis

Gap between HOMO and LUMO in eV: 8.468
Lowest unoccupied orbital energy in eV: 0.4645
Structure (SMILES): CC1(C)CCCC(C)(C)N1O.CC1(C)CCCC(C)(C)N1O.CC1(C)CCCC(C)(C)N1O.CC1(C)CCCC(C)(C)N1O.CC1(C)CCCC(C)(C)N1O
HOMO level in eV: -8.00

Positions of all 150 atoms, in Å:
1 C -5.8830 16.0755 7.3012
2 C -7.2832 16.3014 6.7057
3 C -8.3206 15.4451 7.4729
4 C -7.6012 17.7865 6.7835
5 C -8.7434 18.2065 5.8623
6 C -8.4091 17.7618 4.4450
7 C -8.1902 16.2595 4.3239
8 C -9.5301 15.5179 4.5213
9 C -7.7527 15.9491 2.9009
10 N -7.1744 15.8929 5.2933
11 O -6.8058 14.5176 5.2118
12 H -5.9139 16.2957 8.3687
13 H -5.5897 15.0276 7.2166
14 H -5.1485 16.6349 6.7246
15 H -8.4104 14.4614 7.0253
16 H -8.0364 15.4008 8.5266
17 H -9.2820 15.9643 7.4946
18 H -7.8975 18.0072 7.8156
19 H -6.7108 18.3881 6.5974
20 H -9.7546 18.0345 6.2252
21 H -8.6933 19.3039 5.7796
22 H -7.4377 18.1603 4.1305
23 H -9.1770 18.1710 3.7842
24 H -10.1049 15.8565 5.3847
25 H -9.3514 14.4534 4.7048
26 H -10.1905 15.5803 3.6542
27 H -7.6999 14.8803 2.6665
28 H -6.8149 16.4436 2.6250
29 H -8.4761 16.3156 2.1678
30 H -6.6087 14.4074 4.2772
31 C -15.5097 18.5735 0.8649
32 C -14.2672 18.0877 1.6479
33 C -14.4816 16.6057 1.9493
34 C -13.0442 18.1858 0.7372
35 C -12.5043 19.5961 0.5954
36 C -12.0889 20.0653 1.9760
37 C -13.3100 20.1189 2.8884
38 C -12.8226 20.3693 4.3180
39 C -14.2105 21.3108 2.5146
40 N -14.0296 18.8392 2.8681
41 O -15.2100 18.9095 3.6423
42 H -15.4784 19.6173 0.5634
43 H -15.5747 17.9990 -0.0649
44 H -16.3950 18.3374 1.4537
45 H -15.2999 16.4985 2.6688
46 H -14.7004 16.1017 1.0098
47 H -13.6419 16.1675 2.4946
48 H -12.2511 17.5613 1.1689
49 H -13.2328 17.7568 -0.2496
50 H -11.6798 19.6269 -0.1242
51 H -13.2247 20.2998 0.1696
52 H -11.6599 21.0676 1.9234
53 H -11.3488 19.3660 2.3776
54 H -12.0405 21.1293 4.3078
55 H -12.4857 19.4627 4.8295
56 H -13.6314 20.6950 4.9822
57 H -14.5342 21.3862 1.4816
58 H -13.6264 22.2189 2.7289
59 H -15.0503 21.3996 3.2036
60 H -14.9683 18.4521 4.4530
61 C -7.2791 20.8899 3.0168
62 C -8.0677 22.1753 2.7427
63 C -8.7275 22.0685 1.3672
64 C -9.1954 22.1811 3.7858
65 C -9.8918 23.5131 4.0219
66 C -8.8666 24.6493 4.1478
67 C -7.7806 24.6809 3.0889
68 C -8.2879 25.3027 1.7837
69 C -6.6406 25.5566 3.6471
70 N -7.2101 23.3323 2.9507
71 O -6.1938 23.3459 1.9533
72 H -7.9921 20.0684 3.1029
73 H -6.5325 20.6659 2.2599
74 H -6.8946 20.9636 4.0384
75 H -8.2462 22.5077 0.4908
76 H -9.0533 21.0514 1.1384
77 H -9.6723 22.6379 1.3102
78 H -9.9262 21.4777 3.3781
79 H -8.8249 21.7849 4.7348
80 H -10.5825 23.7157 3.1967
81 H -10.4236 23.4879 4.9725
82 H -8.4110 24.5034 5.1363
83 H -9.3494 25.6243 4.2366
84 H -8.8529 24.5988 1.1802
85 H -7.5263 25.8213 1.2039
86 H -8.9991 26.1021 2.0290
87 H -6.2978 25.1362 4.5947
88 H -7.0182 26.5577 3.8618
89 H -5.7992 25.5811 2.9582
90 H -5.3916 23.2079 2.4657
91 C -15.3408 23.4126 5.9877
92 C -14.1418 24.1261 6.6475
93 C -13.2496 23.1004 7.3108
94 C -13.3157 24.8333 5.5707
95 C -13.7143 26.2567 5.1907
96 C -14.0034 27.1061 6.4127
97 C -14.9960 26.4718 7.3740
98 C -14.9523 27.2716 8.6813
99 C -16.4412 26.5420 6.8044
100 N -14.5810 25.1045 7.6315
101 O -15.3559 24.5004 8.6519
102 H -15.9944 23.0799 6.8008
103 H -15.8914 24.0533 5.3031
104 H -15.0390 22.4716 5.5217
105 H -12.7227 22.4483 6.6135
106 H -12.4666 23.6099 7.8880
107 H -13.7582 22.5089 8.0758
108 H -12.2305 24.7088 5.6149
109 H -13.4927 24.2764 4.6342
110 H -12.9868 26.7276 4.5273
111 H -14.6214 26.2226 4.5743
112 H -14.4741 28.0429 6.0914
113 H -13.1152 27.4183 6.9697
114 H -15.8679 27.1620 9.2565
115 H -14.7888 28.3248 8.4387
116 H -14.0755 27.0117 9.2829
117 H -17.0719 27.2487 7.3441
118 H -16.9068 25.5671 6.7020
119 H -16.4322 26.9627 5.7893
120 H -14.8941 24.7506 9.4584
121 C -15.3303 12.1570 -2.5920
122 C -15.0962 13.3590 -1.6859
123 C -14.3230 12.9331 -0.4345
124 C -14.2421 14.4166 -2.3909
125 C -14.9414 15.2197 -3.4694
126 C -16.1992 15.8522 -2.8761
127 C -17.1004 14.8446 -2.1875
128 C -18.1693 15.6079 -1.4068
129 C -17.8620 13.9999 -3.2337
130 N -16.3108 14.0637 -1.2363
131 O -17.1944 13.1827 -0.5525
132 H -16.0847 11.4706 -2.2029
133 H -15.6527 12.4139 -3.5985
134 H -14.3995 11.5896 -2.6712
135 H -15.0506 12.3547 0.1409
136 H -13.4001 12.4044 -0.6450
137 H -14.1345 13.8145 0.1817
138 H -13.6957 15.0646 -1.7019
139 H -13.4253 13.8742 -2.8934
140 H -14.3152 15.9933 -3.9236
141 H -15.1943 14.6392 -4.3669
142 H -16.7468 16.4589 -3.5980
143 H -15.8072 16.5513 -2.1219
144 H -19.0485 15.0243 -1.1435
145 H -18.4784 16.4880 -1.9729
146 H -17.7300 15.9575 -0.4670
147 H -18.3240 13.1409 -2.7452
148 H -17.2546 13.5848 -4.0379
149 H -18.6284 14.6271 -3.6906
150 H -16.9468 13.2665 0.3728



Most favorable first, least favorable last: (b), (a)



(a)
Formula: C5H6S2
Source: the OMol25 dataset
Level of theory: the ωB97M-V functional and the def2-TZVPD basis

Gap between HOMO and LUMO in eV: 8.604
Lowest unoccupied orbital energy in eV: -0.0820
HOMO level in eV: -8.69

Positions of all 13 atoms, in Å:
1 C -2.2003 -0.1747 -2.3571
2 C -2.0251 0.8628 -2.9526
3 C 1.5161 0.2550 0.8078
4 C 1.0530 -0.6829 1.9238
5 C 0.5360 0.6721 -0.2259
6 S -0.7139 -0.4109 2.1780
7 S -1.0138 0.2078 0.0689
8 H -2.0951 -1.1237 -1.9259
9 H 1.8401 1.2219 1.0606
10 H 2.4906 -0.3042 0.4036
11 H 1.1763 -1.7229 1.5680
12 H 1.5123 -0.5795 2.9086
13 H -2.0762 1.7793 -3.4577



(b)
Formula: C5H6S2
Source: the OMol25 dataset
Level of theory: the ωB97M-V functional and the def2-TZVPD basis

Gap between HOMO and LUMO in eV: 8.550
Lowest unoccupied orbital energy in eV: -0.1604
Structure (SMILES): S=C1CS1.C#CC
HOMO level in eV: -8.71

Positions of all 13 atoms, in Å:
1 S 0.1666 -2.3464 -0.4593
2 C 0.1136 -1.6162 0.9358
3 C 0.8016 -0.9121 2.0072
4 S -1.0262 -1.2300 2.2381
5 H 1.0009 0.1618 1.6833
6 H 1.4098 -1.4686 2.5551
7 C -1.2537 0.9975 0.1699
8 C -0.5871 1.1378 -0.8010
9 C 0.2331 1.0810 -1.9732
10 H -1.9765 0.7601 0.8929
11 H 1.3233 0.9151 -1.8827
12 H 0.0068 2.0269 -2.5238
13 H -0.2122 0.4931 -2.8424



Most favorable first, least favorable last: (b), (a)